Here is an isolated molecule of C4H6O2 in a non-equilibrium geometry from the Open Molecules 2025 dataset. Energies are from ωB97M-V/def2-TZVPD.

Positions of all 12 atoms, in Å:
O: 0.22510 -1.43451 -1.22667
C: 0.10333 -0.55863 -0.17307
C: 1.30150 0.24210 0.26456
O: 0.70508 1.53874 0.12731
C: -0.55724 1.06384 -0.21073
C: -1.12284 -0.08226 0.51862
H: 0.03179 -2.35642 -1.01772
H: 1.64971 0.17097 1.29981
H: 2.12418 0.10696 -0.44120
H: -1.17890 1.83968 -0.69040
H: -2.00872 -0.41094 -0.02708
H: -1.24316 -0.09800 1.59824

- Total charge: 0
- Energy above the lowest of the compared OMol25 structures with the same formula, charge and spin: 370.8 kJ/mol
- Gap between HOMO and LUMO: 8.601 eV
- SMILES: O[C@@]12CO[C@@H]1C2

Results of the natural (NBO) charge analysis, in e, for atoms 1 through 5: atom 1 (O): -0.688, atom 2 (C): 0.231, atom 3 (C): -0.120, atom 4 (O): -0.513, atom 5 (C): 0.090